{"formula": "C2H3N3O2", "method": "the ωB97M-V functional and the def2-TZVPD basis", "multiplicity": 1, "lumo_ev": 0.5, "orbital_gap_ha": 0.37855, "fmax_ev_per_a": 2.4, "e_above_lowest_kcal_mol": 68.2, "energy_ev": -10685.499, "symbols": ["O", "C", "N", "C", "N", "N", "O", "H", "H", "H"], "xyz": [[1.598, 1.561, -0.019], [0.550, 0.949, 0.185], [-0.759, 1.395, 0.038], [-1.429, 0.294, -0.089], [-0.706, -0.848, -0.044], [0.520, -0.419, 0.449], [1.585, -1.077, -0.121], [-2.489, 0.261, -0.293], [-0.997, -1.736, 0.398], [2.127, -0.380, -0.503]], "nbo_charge": [-0.60, 0.69, -0.50, 0.28, -0.42, -0.03, -0.54, 0.21, 0.42, 0.49]}

***

{"formula": "C2H3N3O2", "method": "the ωB97M-V functional and the def2-TZVPD basis", "multiplicity": 1, "lumo_ev": -0.5, "orbital_gap_ha": 0.34971, "fmax_ev_per_a": 4.9, "e_above_lowest_kcal_mol": 116.4, "energy_ev": -10683.407, "symbols": ["C", "N", "N", "N", "C", "O", "O", "H", "H", "H"], "xyz": [[-1.666, -0.318, 0.139], [-0.177, 0.032, -0.283], [0.167, 1.301, -0.075], [1.530, 1.346, -0.056], [2.054, 0.100, -0.041], [3.055, -0.469, 0.087], [0.904, -0.833, -0.242], [-1.619, -1.467, -0.182], [-2.473, 0.386, -0.619], [-1.775, -0.079, 1.272]], "nbo_charge": [-0.46, 0.09, 0.07, -0.38, 0.80, -0.53, -0.34, 0.25, 0.27, 0.24]}

***

{"formula": "C2H3N3O2S", "method": "the ωB97M-V functional and the def2-TZVPD basis", "multiplicity": 1, "lumo_ev": 0.5, "orbital_gap_ha": 0.36778, "fmax_ev_per_a": 5.0, "e_above_lowest_kcal_mol": 20.7, "energy_ev": -21521.619, "symbols": ["C", "C", "H", "H", "H", "N", "N", "N", "O", "O", "S"], "xyz": [[0.919, 0.912, 0.879], [0.540, -0.437, -0.619], [2.695, 1.735, 1.345], [1.616, -1.667, -1.551], [-2.377, -1.323, 0.729], [1.559, 0.232, -0.113], [-0.594, -0.011, -0.223], [-0.396, 0.932, 0.831], [1.732, 1.492, 1.768], [0.665, -1.400, -1.549], [-2.115, -0.650, -0.456]], "nbo_charge": [0.61, 0.67, 0.51, 0.51, 0.12, -0.60, -0.39, -0.35, -0.67, -0.64, 0.24]}